Entry 1:
8
Properties=species:S:1:pos:R:3 method="wB97M-V/def2-TZVPD" spin_multiplicity=1 e_tot_ev=-11657.9045 e_above_lowest_kcal_mol=90.6 smiles="O=[N+]([O-])N=C=NO"
C 0.530 0.032 -0.373
N -0.698 -0.052 -0.466
N 1.738 -0.028 -0.283
N -2.071 -0.403 -0.065
O -2.814 0.531 0.170
O -2.246 -1.568 0.011
O 2.800 0.762 0.039
H 2.762 0.725 0.967

***

Entry 2:
78
Properties=species:S:1:pos:R:3 method="wB97M-V/def2-TZVPD" spin_multiplicity=1 e_tot_ev=-43429.6145 e_above_lowest_kcal_mol=284.3
C -3.927 -2.365 2.297
O -3.882 -1.964 0.965
C -3.418 -0.728 0.806
C -3.102 -0.365 -0.600
N -2.277 0.755 -0.918
H -2.555 1.562 -0.415
H -1.283 0.603 -0.528
C -2.227 1.225 -2.288
C -1.195 2.200 -2.511
O -1.492 2.942 -3.797
C -0.237 3.629 -4.127
H -4.658 -1.652 2.673
H -2.820 -2.244 2.586
H -4.233 -3.505 2.149
H -2.316 -0.550 1.201
H -4.093 0.186 1.389
H -4.211 -0.390 -1.161
H -2.666 -1.420 -0.998
H -3.154 1.554 -2.587
H -1.947 0.255 -2.938
H -0.198 1.695 -2.683
H -0.796 2.890 -1.772
H 0.132 4.279 -3.302
H -0.324 4.116 -5.117
H 0.418 2.810 -4.599
C 0.923 0.111 -0.222
O 0.434 -1.033 -0.872
O 2.165 0.130 0.040
O 0.162 1.005 0.153
H 2.684 -0.623 -0.461
C 2.435 2.676 4.124
C 2.110 2.226 2.734
O 0.820 2.046 2.442
H 2.320 1.852 4.775
H 1.731 3.429 4.479
H 3.450 2.791 4.559
H 2.831 1.478 2.349
H 2.306 3.102 2.127
H 0.595 1.564 1.721
C 0.462 -2.472 4.542
C 0.639 -2.434 3.038
O -0.013 -1.204 2.544
H -0.488 -2.314 4.740
H 1.176 -1.786 5.007
H 0.822 -3.469 4.913
H 0.063 -3.374 2.611
H 1.526 -2.399 2.673
H 0.090 -1.215 1.566
C -0.864 -4.254 -1.017
O 0.342 -3.724 -0.447
H -1.759 -3.994 -0.542
H -0.801 -5.416 -0.954
H -0.960 -3.905 -2.122
H 0.309 -2.836 -0.437
C 1.813 -1.648 -3.887
O 0.657 -0.910 -3.603
H 2.498 -0.914 -3.948
H 2.091 -2.019 -4.752
H 1.850 -2.579 -3.181
H 0.799 -0.592 -2.668
C -2.917 2.441 0.796
O -1.840 2.648 -0.201
H -3.856 3.119 0.526
H -2.398 3.021 1.590
H -3.411 1.436 1.096
H -1.478 3.518 0.096
C 2.050 3.818 -0.815
O 2.397 2.752 -1.695
H 1.264 4.442 -1.057
H 2.804 4.445 -0.472
H 1.629 2.977 -0.049
H 2.467 2.031 -1.374
C 4.304 -3.394 -0.814
O 3.506 -2.427 -0.299
H 4.112 -3.250 -1.787
H 4.254 -4.525 -0.699
H 5.486 -3.126 -0.765
H 2.869 -2.740 0.181

***

Entry 3:
25
Properties=species:S:1:pos:R:3 method="wB97M-V/def2-TZVPD" spin_multiplicity=1 e_tot_ev=-19765.9897 e_above_lowest_kcal_mol=69.2
C 1.817 -0.325 0.552
C -0.018 0.921 -0.756
C 2.155 1.005 1.303
C 0.670 1.325 -2.180
C -3.575 0.146 1.194
C 0.957 -2.650 -0.594
C -2.181 0.401 0.630
N 0.794 -0.323 -0.277
N 0.341 -1.358 -0.898
P -1.701 -0.007 -0.975
H 2.277 -1.312 0.767
H -0.029 1.830 -0.130
H 1.979 1.819 0.614
H 3.092 1.074 1.909
H 1.416 1.156 2.119
H 0.414 2.355 -2.374
H 0.085 0.729 -2.975
H 1.610 1.267 -1.925
H -3.554 0.149 2.286
H -4.304 0.834 1.037
H -4.067 -0.850 0.861
H 1.117 -2.843 0.458
H 0.256 -3.363 -0.979
H 1.980 -2.786 -1.071
H -1.531 0.806 1.403

***

Entry 4:
21
Properties=species:S:1:pos:R:3 method="wB97M-V/def2-TZVPD" spin_multiplicity=1 e_tot_ev=-8495.5440 e_above_lowest_kcal_mol=31.1 smiles=CCCCCOC
C -0.919 -1.041 -0.765
C -1.905 -0.446 0.235
C -1.593 1.020 0.549
C -0.147 1.277 1.030
C 1.043 0.867 0.119
O 1.566 -0.463 0.403
C 2.388 -1.062 -0.592
H -1.155 -2.070 -1.035
H 0.069 -1.078 -0.300
H -0.878 -0.436 -1.683
H -2.933 -0.526 -0.142
H -1.855 -1.024 1.168
H -1.810 1.642 -0.334
H -2.284 1.377 1.329
H -0.002 0.808 2.010
H -0.057 2.362 1.195
H 0.742 1.007 -0.936
H 1.877 1.539 0.318
H 1.921 -1.053 -1.592
H 2.559 -2.117 -0.326
H 3.373 -0.582 -0.651

***

Entry 5:
95
Properties=species:S:1:pos:R:3 method="wB97M-V/def2-TZVPD" spin_multiplicity=1 total_charge=+1 e_tot_ev=-81968.9965
C -1.699 -11.048 1.651
C -2.165 -9.714 0.755
O -2.657 -10.007 -0.469
N -1.973 -8.324 1.316
C -1.578 -7.308 0.270
S -3.412 -7.787 2.218
Cl -3.287 -8.882 4.037
C -4.988 -8.170 1.290
C -5.654 -9.631 1.572
C -5.726 -10.636 0.273
Cl -7.454 -9.306 2.053
H -2.288 -11.154 2.656
H -0.521 -10.951 1.794
H -1.897 -12.033 1.011
H -0.393 -7.347 0.172
H -1.997 -7.505 -0.805
H -1.889 -6.189 0.540
H -5.781 -7.339 1.616
H -4.863 -8.017 0.112
H -5.197 -10.245 2.455
H -4.864 -11.454 0.388
H -6.779 -11.137 0.101
H -5.458 -9.974 -0.675
C -3.385 0.095 -2.539
O -2.222 0.255 -1.736
C -2.491 0.819 -0.447
C -2.349 -0.243 0.660
N -3.432 -1.224 0.604
C -3.204 -2.417 1.428
C -1.964 -3.281 1.112
O -2.032 -3.972 -0.137
C -1.686 -3.186 -1.268
H -3.064 -0.118 -3.563
H -3.983 -0.748 -2.195
H -3.992 1.007 -2.549
H -3.465 1.319 -0.406
H -1.724 1.584 -0.282
H -2.362 0.254 1.637
H -1.375 -0.716 0.530
H -3.564 -1.527 -0.356
H -4.092 -3.052 1.309
H -3.175 -2.118 2.483
H -1.916 -4.064 1.878
H -1.025 -2.724 1.199
H -0.906 -2.451 -1.043
H -2.575 -2.697 -1.666
H -1.311 -3.853 -2.048
C 4.780 2.884 -0.617
O 4.418 3.273 -1.936
C 4.605 2.237 -2.908
C 3.252 1.669 -3.375
N 2.607 0.886 -2.321
C 1.199 0.565 -2.588
C 0.218 1.743 -2.768
O -0.023 2.495 -1.577
C 0.972 3.463 -1.277
H 4.824 3.785 0.002
H 4.029 2.221 -0.186
H 5.763 2.402 -0.597
H 5.275 1.448 -2.551
H 5.088 2.711 -3.770
H 3.414 1.030 -4.251
H 2.633 2.515 -3.679
H 2.651 1.398 -1.445
H 0.850 -0.033 -1.737
H 1.145 -0.085 -3.469
H -0.752 1.312 -3.043
H 0.493 2.403 -3.597
H 1.406 3.909 -2.177
H 1.748 3.016 -0.654
H 0.509 4.260 -0.690
C 4.128 7.196 -1.112
O 2.849 7.530 -0.589
C 2.351 6.575 0.356
C 2.393 7.141 1.788
N 3.766 7.258 2.277
C 3.900 8.055 3.502
C 3.444 9.529 3.452
O 4.261 10.370 2.636
C 3.973 10.308 1.247
H 4.321 7.841 -1.974
H 4.911 7.381 -0.376
H 4.164 6.152 -1.445
H 2.867 5.611 0.285
H 1.301 6.402 0.091
H 1.828 6.477 2.453
H 1.892 8.110 1.767
H 4.345 7.685 1.560
H 4.966 8.045 3.765
H 3.374 7.544 4.317
H 3.537 9.928 4.469
H 2.386 9.638 3.189
H 2.908 10.148 1.047
H 4.575 9.529 0.778
H 4.267 11.257 0.792

***

Entry 6:
69
Properties=species:S:1:pos:R:3 method="wB97M-V/def2-TZVPD" spin_multiplicity=1 total_charge=+2 e_tot_ev=-86971.8841 e_above_lowest_kcal_mol=15.1
Ir -1.760 0.756 -0.579
S 0.131 6.167 -0.499
C 0.888 7.631 -0.074
C 1.383 7.602 1.195
C 1.122 6.374 1.845
C 0.434 5.488 1.057
C -0.019 4.149 1.416
C -0.458 3.260 0.412
N -0.886 2.043 0.700
C -0.893 1.618 1.981
C -0.473 2.407 3.043
C -0.540 1.819 4.359
C -0.976 0.551 4.546
C -1.399 -0.274 3.438
C -1.858 -1.595 3.516
C -2.226 -2.291 2.371
C -2.149 -1.615 1.134
N -1.741 -0.361 1.062
C -1.357 0.305 2.178
C -2.699 -3.670 2.411
C -2.672 -4.531 3.479
C -3.234 -5.793 3.182
C -3.679 -5.871 1.896
S -3.418 -4.426 1.038
C -0.040 3.702 2.733
H 0.932 8.438 -0.788
H 1.907 8.429 1.649
H 1.444 6.165 2.855
H -0.460 3.544 -0.633
H -0.229 2.415 5.207
H -1.013 0.132 5.543
H -1.932 -2.072 4.484
H -2.439 -2.086 0.206
H -2.262 -4.284 4.447
H -3.309 -6.605 3.890
H -4.154 -6.706 1.407
H 0.269 4.364 3.531
F -3.008 0.122 -2.119
Sb -4.916 0.411 -1.421
F -5.626 -0.575 -2.805
F -4.458 -1.098 -0.406
F -6.402 0.777 -0.396
F -3.731 1.387 -0.087
F -4.901 2.013 -2.348
C -0.094 0.027 -1.239
C 0.914 -0.456 -1.723
C 2.038 -1.042 -2.317
C 2.613 -0.418 -3.476
C 3.986 -0.558 -3.761
C 4.528 0.063 -4.867
C 3.712 0.808 -5.712
C 2.354 0.961 -5.441
C 1.810 0.373 -4.321
C 2.560 -2.257 -1.748
C 2.359 -2.543 -0.384
C 2.847 -3.710 0.158
C 3.507 -4.629 -0.656
C 3.682 -4.380 -2.012
C 3.221 -3.199 -2.559
H 4.623 -1.105 -3.080
H 5.586 -0.024 -5.072
H 4.139 1.281 -6.586
H 1.730 1.539 -6.108
H 0.754 0.474 -4.107
H 1.854 -1.816 0.239
H 2.721 -3.916 1.212
H 3.878 -5.552 -0.230
H 4.168 -5.113 -2.641
H 3.315 -3.023 -3.621